# 1
This record from the OMol25 dataset describes a molecular structure, C3H6N2O2. The level of theory is the ωB97M-V functional and the def2-TZVPD basis.

The geometry in XYZ format:
```
13
Properties=species:S:1:pos:R:3:mulliken_charge:R:1
C 1.1989 1.4260 -0.7495 -0.69
O 1.2048 0.0417 -0.3883 -0.32
C 0.0097 -0.4933 -0.1784 0.44
N -1.0937 -0.1548 -0.7250 -0.58
N 0.0749 -1.5765 0.8050 -0.34
C -0.9388 -0.8841 1.5499 0.11
O -2.0759 -0.9058 1.1593 -0.43
H 2.1878 1.7919 -0.4723 0.24
H 0.4193 1.9572 -0.1900 0.36
H 1.0310 1.5692 -1.8192 0.29
H -1.0494 -0.1384 -1.7239 0.24
H -0.4072 -2.3776 0.3672 0.34
H -0.5613 -0.2554 2.3652 0.36
```

frontier orbital gap: 9.559 eV
2S+1: 1
lowest unoccupied orbital energy: 0.3575 eV

=====

# 2
This record from the OMol25 dataset describes 2 unconnected molecules or ions with the total composition C2H8N2O2. The level of theory is the ωB97M-V functional and the def2-TZVPD basis.

The geometry in XYZ format:
```
14
Properties=species:S:1:pos:R:3:lowdin_spin:R:1
N -0.6569 -1.9161 -0.9830 0.42
C -0.8773 -0.4763 -1.1529 0.09
N -0.8558 0.2683 0.1317 0.22
H -0.5473 -2.6371 -1.7136 0.01
H -0.4929 -2.3555 -0.0547 0.01
H -1.8454 -0.3036 -1.6415 0.05
H -0.0580 0.0093 -1.6443 0.05
H -1.0698 -0.1931 1.0437 0.01
H -1.4480 1.0882 0.1673 0.00
O 1.0200 2.4008 2.0429 0.05
C 1.7096 1.5491 1.4518 0.01
O 1.5658 0.6933 0.4648 0.06
H 2.8166 1.7426 1.5682 0.01
H 0.7393 0.1301 0.3196 0.00
```

frontier orbital gap (spin up / spin down): 10.441 / 4.181 eV
net charge: +1
2S+1: 2
lowest unoccupied orbital energy (spin up / spin down): -3.6462 / -9.3436 eV

=====

# 3
This record from the OMol25 dataset describes a single C4H5N3O molecule. The level of theory is the ωB97M-V functional and the def2-TZVPD basis.

The geometry in XYZ format:
```
13
Properties=species:S:1:pos:R:3:mulliken_charge:R:1
N 0.7476 0.0748 -2.4650 -0.49
C 0.5893 -0.0226 -1.2853 0.16
C 0.0949 -0.0561 -0.0683 0.08
C -0.7082 -1.0156 0.1222 0.05
N -1.4226 -1.7268 -0.8874 -0.61
C 0.2748 1.0165 0.9569 0.24
N 1.6073 1.7812 1.1215 -0.60
O -0.6482 1.0578 1.8965 -0.58
H -1.3095 -1.1660 0.9888 0.44
H -0.8342 -2.1326 -1.7263 0.32
H -1.7111 -2.8449 -0.4341 0.33
H 1.8980 2.2439 0.0862 0.31
H 1.4220 2.7905 1.6942 0.34
```

frontier orbital gap: 9.484 eV
2S+1: 1
lowest unoccupied orbital energy: -0.2740 eV